(1)
This record from OMol25 describes the molecule C3H4OS in a non-equilibrium geometry. The level of theory is ωB97M-V/def2-TZVPD.

```
9
Properties=species:S:1:pos:R:3:forces:R:3
C 0.7852 -1.2445 0.1741 0.450 -0.497 1.111
C 0.2788 0.0298 0.1166 0.089 -1.378 0.461
C -0.7934 0.8818 -0.3726 -0.208 -0.557 -0.854
O 1.6569 0.0765 -0.0239 -0.729 -0.949 -0.442
S 0.2163 -0.8675 1.8447 0.110 0.023 -0.884
H 0.8306 -2.2484 -0.2783 0.328 1.160 -0.231
H -1.7874 0.3894 -0.5108 0.967 0.478 0.642
H -0.4959 1.3435 -1.2919 0.207 0.060 -0.818
H -0.6911 1.6393 0.3421 -1.215 1.660 1.017
```
Positions in Å, forces in eV/Å.

Energy relative to the best compared isomer or geometry (same formula, charge and spin)   74.4 kcal/mol
Maximum force   0.0446 hartree/bohr
Frontier orbital gap   9.667 eV
E_HOMO   -8.9 eV

***

(2)
This record from OMol25 describes a cluster of 5 separate species, C26H22FNO11S in total. The level of theory is ωB97M-V/def2-TZVPD.

```
62
Properties=species:S:1:pos:R:3:forces:R:3
C -3.5470 4.7567 -0.2880 -0.284 -0.371 0.135
C -2.4329 3.7763 0.0426 0.137 0.413 -0.476
O -2.8987 2.9245 1.1061 0.357 -0.017 -0.039
N -1.8129 2.1713 1.6024 -0.589 -0.297 0.400
S -2.0212 0.5420 1.3197 0.260 0.164 -0.112
O -1.4542 -0.1423 2.4207 0.074 -0.024 0.080
O -1.6744 0.2435 -0.0191 -0.327 0.034 -0.105
F -3.5667 0.3885 1.4198 -0.025 -0.034 0.017
H -3.6876 4.8343 -1.3643 0.075 0.137 0.003
H -4.4854 4.3768 0.1257 0.006 -0.006 -0.064
H -3.3600 5.7249 0.1634 -0.051 -0.015 -0.232
H -1.5372 4.3008 0.3730 -0.009 -0.055 0.091
H -2.1739 3.1717 -0.8291 -0.034 -0.189 0.130
H -1.8390 2.2603 2.6177 0.119 0.167 -0.017
C 0.4765 -1.6014 -2.3175 -0.014 -0.010 0.010
C 0.8991 -0.5911 -1.5626 0.086 0.015 -0.057
C 2.3429 -0.2661 -1.4625 -0.048 0.037 -0.058
O 2.7334 0.6512 -0.7667 -0.006 -0.067 -0.030
C 3.2976 -1.1023 -2.2353 -0.024 0.023 -0.037
C 2.8728 -2.1117 -2.9888 -0.015 0.011 0.008
C 1.4278 -2.4386 -3.0885 0.010 0.014 0.016
O 1.0417 -3.3589 -3.7792 -0.024 -0.042 -0.025
H -0.5716 -1.8604 -2.4034 0.002 -0.009 -0.001
H 0.2204 0.0275 -0.9928 0.075 -0.019 -0.027
H 4.3456 -0.8464 -2.1498 0.005 -0.011 0.001
H 3.5476 -2.7379 -3.5579 -0.011 -0.017 0.003
C -2.4566 7.7862 3.6795 0.004 0.018 0.017
C -2.8277 8.0003 4.9386 0.006 -0.006 -0.019
C -3.4115 6.9126 5.7660 0.003 -0.010 -0.025
O -3.7526 7.1067 6.9107 -0.004 0.007 0.027
C -3.5656 5.5764 5.1322 0.008 -0.009 -0.016
C -3.1923 5.3639 3.8736 -0.013 -0.024 0.036
C -2.6057 6.4508 3.0525 -0.021 0.004 -0.002
O -2.2656 6.2499 1.9047 0.192 0.121 0.259
H -2.0291 8.5612 3.0562 0.002 -0.012 -0.015
H -2.7268 8.9639 5.4213 -0.010 -0.007 0.019
H -3.9986 4.8022 5.7527 -0.006 0.016 0.018
H -3.3044 4.4054 3.3806 -0.014 0.021 -0.035
C 5.0638 -0.4582 2.1234 0.000 -0.005 0.003
C 4.9861 -1.0836 0.9524 0.058 -0.052 0.083
C 5.8294 -2.2664 0.6537 0.000 0.008 0.002
O 5.7614 -2.8302 -0.4189 0.007 0.005 -0.023
C 6.7619 -2.7326 1.7108 0.003 -0.001 0.018
C 6.8390 -2.1085 2.8827 -0.002 -0.010 -0.023
C 5.9958 -0.9212 3.1824 -0.004 -0.006 -0.014
O 6.0687 -0.3558 4.2513 0.006 0.008 0.018
H 4.4587 0.4079 2.3599 0.004 0.001 0.009
H 4.3140 -0.7597 0.1725 0.027 0.060 0.044
H 7.3654 -3.5981 1.4683 -0.009 -0.002 -0.018
H 7.5104 -2.4263 3.6701 -0.007 0.017 0.015
C -2.2353 -8.2856 -5.2106 -0.018 0.008 0.013
C -3.0270 -7.5588 -4.4276 0.009 -0.015 -0.011
C -2.6004 -6.2265 -3.9262 0.018 -0.014 -0.020
O -3.3234 -5.5663 -3.2112 -0.016 0.010 0.011
C -1.2597 -5.7373 -4.3331 -0.004 0.039 0.022
C -0.4682 -6.4651 -5.1160 0.000 -0.004 -0.002
C -0.8923 -7.7957 -5.6178 -0.005 0.015 0.010
O -0.1750 -8.4613 -6.3330 0.010 -0.015 -0.013
H -2.5216 -9.2588 -5.5888 0.019 -0.002 -0.012
H -4.0090 -7.8934 -4.1177 -0.003 0.018 0.012
H -0.9620 -4.7657 -3.9596 0.009 -0.007 -0.002
H 0.5133 -6.1257 -5.4215 0.003 -0.004 0.000
```
Positions in Å, forces in eV/Å.

Energy relative to the best compared isomer or geometry (same formula, charge and spin)   31.5 kcal/mol
Maximum force   0.0150 hartree/bohr
Frontier orbital gap   8.140 eV
E_HOMO   -10.0 eV

***

(3)
This record from OMol25 describes a structure of composition C34H25F4N10O2PPt. The level of theory is ωB97M-V/def2-TZVPD.

```
77
Properties=species:S:1:pos:R:3:forces:R:3
Pt -0.5466 -1.2814 0.0082 -0.248 -0.392 0.412
C 9.7258 6.2770 3.7519 -0.144 -0.103 -0.254
O 9.1672 5.6677 2.5280 0.056 -0.066 0.148
C 7.9493 5.3225 2.3910 0.103 0.101 -0.022
C 7.6464 4.7104 1.1104 -0.115 0.001 0.059
C 6.3960 4.3115 0.8382 0.076 -0.023 0.023
C 5.3523 4.5050 1.8305 -0.050 -0.043 -0.195
C 5.6725 5.1243 3.1051 0.065 0.073 -0.028
C 6.9265 5.5309 3.3807 -0.091 -0.059 -0.058
N 4.1068 4.2098 1.6316 -0.062 -0.089 0.713
N 3.4639 3.9093 0.6074 -0.020 0.227 -0.685
C 2.6794 2.9545 0.2318 0.091 0.011 0.127
C 1.9310 3.2387 -0.9815 -0.111 -0.097 -0.012
C 1.0240 2.3840 -1.5037 0.180 0.148 0.082
C 0.7725 1.1523 -0.8363 -0.234 -0.248 -0.001
O -0.0824 0.3349 -1.2720 0.263 0.288 -0.213
C 1.4931 0.8305 0.4103 -0.119 -0.004 -0.060
N 1.1221 -0.3228 1.0156 0.020 0.132 -0.137
C 1.6998 -0.6602 2.1627 0.051 0.041 0.053
C 2.6766 0.1413 2.7550 -0.069 -0.054 0.024
C 3.0488 1.3219 2.1522 0.013 0.011 -0.055
C 2.4445 1.6921 0.9426 0.023 -0.046 0.058
H 10.7823 6.0445 3.6963 0.012 0.074 0.024
H 9.2704 5.8237 4.6267 0.045 0.026 0.030
H 9.5455 7.3463 3.6831 0.027 0.008 0.083
H 8.4599 4.6180 0.4036 0.004 0.000 -0.010
H 6.1408 3.8787 -0.1207 0.010 -0.004 0.003
H 4.8627 5.2799 3.8064 0.003 -0.004 0.009
H 7.1516 6.0321 4.3101 0.024 -0.017 0.002
H 2.1263 4.1951 -1.4499 0.004 0.005 -0.007
H 0.4560 2.6155 -2.3936 0.002 -0.005 -0.010
H 1.3710 -1.5758 2.6352 0.007 -0.015 -0.013
H 3.1150 -0.1684 3.6934 0.000 -0.009 0.000
H 3.7921 1.9526 2.6200 -0.003 -0.005 -0.017
C 0.3539 -5.4903 -3.1639 -0.102 0.010 -0.015
N -1.1189 -5.0906 -2.8960 0.020 0.042 0.035
C -1.6941 -6.0585 -1.8312 0.030 0.038 -0.082
N -0.8821 -6.0390 -0.6670 -0.016 0.019 0.030
C 0.4968 -6.4188 -0.9793 0.009 -0.027 0.020
N 1.0911 -5.4960 -1.9497 -0.025 0.060 0.016
C 1.3439 -4.1683 -1.3931 0.036 -0.067 -0.019
P -0.2607 -3.4324 -0.8784 -0.045 0.284 0.072
C -1.2192 -3.6633 -2.4350 -0.028 -0.158 -0.120
C -0.9807 -4.8128 0.1184 0.034 -0.059 -0.092
H 0.7476 -4.7784 -3.8881 0.035 -0.020 0.002
H 0.3139 -6.4873 -3.6016 0.035 0.005 -0.004
H -1.6520 -5.1980 -3.7635 -0.003 -0.008 0.002
H -1.6894 -7.0453 -2.2932 -0.023 -0.003 0.018
H -2.7168 -5.7406 -1.6326 0.000 -0.030 0.023
H 0.4996 -7.4241 -1.4002 0.010 -0.002 0.012
H 1.0896 -6.4248 -0.0666 0.008 -0.014 -0.010
H 1.8313 -3.5246 -2.1279 0.010 -0.030 -0.014
H 2.0076 -4.2535 -0.5314 0.005 0.007 -0.005
H -0.8330 -3.0117 -3.2208 -0.005 0.000 0.008
H -2.2697 -3.4217 -2.2666 0.016 0.022 0.011
H -2.0215 -4.5911 0.3621 0.002 -0.012 0.010
H -0.4315 -4.9258 1.0539 -0.009 -0.014 0.004
F -5.7851 -1.7933 -0.6000 0.002 0.037 -0.002
C -6.4933 -0.6567 -0.6057 0.055 -0.015 0.012
C -7.8587 -0.7131 -0.5780 0.062 -0.032 -0.001
F -8.4173 -1.9071 -0.5422 -0.025 0.008 0.002
C -8.6484 0.4609 -0.5911 -0.251 -0.015 0.004
C -7.9605 1.6738 -0.6344 0.132 0.068 -0.003
C -6.5718 1.7275 -0.6640 -0.083 -0.039 -0.017
F -5.9841 2.9022 -0.7037 0.031 0.027 -0.002
C -5.7863 0.5600 -0.6511 -0.097 0.014 -0.007
C -4.3683 0.6071 -0.6883 0.167 -0.208 -0.155
C -3.5200 -0.5213 -0.5942 -0.155 0.163 0.171
N -2.6739 -1.3025 -0.4750 0.239 0.068 -0.068
C -3.5561 1.7671 -0.8109 -0.061 0.036 0.193
N -2.7557 2.5962 -0.8341 0.040 -0.011 -0.098
F -8.5925 2.8264 -0.6509 -0.032 -0.005 0.000
C -10.1226 0.4084 -0.5618 0.276 -0.001 -0.041
C -10.8129 -0.8147 -0.5328 0.025 -0.014 0.018
N -11.3813 -1.8195 -0.5023 -0.063 -0.007 -0.011
C -10.8988 1.5764 -0.5617 -0.032 0.007 0.067
N -11.5613 2.5231 -0.5363 -0.039 0.012 -0.033
```
Positions in Å, forces in eV/Å.

Energy relative to the best compared isomer or geometry (same formula, charge and spin)   6.4 kcal/mol
Net charge   +4
Maximum force   0.0140 hartree/bohr
Frontier orbital gap (alpha / beta)   3.874 / 4.952 eV
Multiplicity   5
E_HOMO (alpha / beta)   -15.7 / -17.4 eV